The molecule C3H5N3. Source: the OMol25 dataset; level of theory: ωB97M-V/def2-TZVPD.

## Properties
Total charge: 0
Largest force on an atom (eV Å⁻¹): 1.13
Energy relative to the best compared isomer or geometry (same formula, charge and spin) (eV): 1.344
Spin multiplicity: 1
SMILES: Nc1c[nH]cn1
Total energy (a.u.): -281.54065

XYZ file:
```
11
C3H5N3 ωB97M-V/def2-TZVPD
N 1.9521 -0.0291 0.1727
C -1.2278 -0.7596 0.2537
H -2.0341 1.1786 -0.0545
H 1.5342 0.2018 1.0837
C 0.6973 -0.2523 -0.4634
H 0.1604 1.7781 -1.2117
H -1.9966 -1.2183 0.8542
C -0.0892 0.8115 -0.7961
N -0.0486 -1.2762 0.0798
H 2.3798 -0.9319 0.3538
N -1.3274 0.4974 -0.2724
```